Entry 1:
Here is a single C6H6S2 molecule at a distorted geometry from the OMol25 dataset. Energies are from wB97M-V/def2-TZVPD.

```
14
C6H6S2, DFT wB97M-V/def2-TZVPD
C -3.30 -0.11 0.63
C -2.30 0.34 0.02
C -1.06 0.17 -0.72
S -0.26 -1.43 -0.34
C 1.31 -0.58 -0.45
C 2.38 -0.13 0.47
C 1.13 0.65 0.54
S -0.04 1.77 -0.35
H -4.42 -0.18 0.79
H -1.40 0.00 -1.84
H 1.42 0.00 -1.39
H 2.44 -0.79 1.28
H 3.35 0.08 -0.05
H 0.77 0.21 1.41
```

E_tot (Eh): -1028.3764
Gap between HOMO and LUMO (eV): 9.3
E_HOMO (eV): -8.763
ΔE to the lowest compared entry with this formula, charge and spin (eV): 4.8782

Formally, the Löwdin partial charges of the atoms, in units of the elementary charge, are as follows:
1. C 0.095
2. C -0.286
3. C -0.825
4. S 0.898
5. C -0.593
6. C -0.151
7. C -0.558
8. S 0.871
9. H 0.063
10. H 0.117
11. H 0.088
12. H 0.092
13. H 0.130
14. H 0.059

---

Entry 2:
Here is a single C6H6S2 molecule at a distorted geometry from the OMol25 dataset. Energies are from wB97M-V/def2-TZVPD.

```
14
C6H6S2, DFT wB97M-V/def2-TZVPD
C 2.00 -0.26 -0.53
C 1.58 0.78 0.12
C 0.16 0.55 0.59
S -1.05 1.51 -0.46
C -2.26 0.44 0.16
S -1.72 -1.42 0.07
C -0.07 -0.90 0.13
C 1.02 -1.30 -0.57
H 3.01 -0.44 -0.86
H 2.31 1.56 0.30
H -0.24 0.76 1.65
H -3.11 0.39 -0.60
H -2.69 0.47 1.21
H 1.05 -2.14 -1.22
```

E_tot (Eh): -1028.5278
Gap between HOMO and LUMO (eV): 8.2
E_HOMO (eV): -7.934
ΔE to the lowest compared entry with this formula, charge and spin (eV): 0.7600

Formally, the Löwdin partial charges of the atoms, in units of the elementary charge, are as follows:
1. C -0.133
2. C -0.133
3. C -0.507
4. S 0.878
5. C -0.790
6. S 0.844
7. C -0.628
8. C -0.095
9. H 0.115
10. H 0.107
11. H 0.140
12. H 0.041
13. H 0.059
14. H 0.101

---

Entry 3:
Here is a single C6H6Si molecule at a distorted geometry from the OMol25 dataset. Energies are from wB97M-V/def2-TZVPD.

```
13
C6H6Si, DFT wB97M-V/def2-TZVPD
C -1.17 -2.72 0.48
C -1.15 -1.58 -0.04
Si -0.51 0.04 -0.74
C -1.39 1.57 -0.17
C -1.55 2.65 0.36
C 1.39 0.16 -0.51
C 2.07 -0.20 0.54
H -1.57 -3.49 0.96
H -0.82 0.15 -2.12
H -1.83 3.54 0.78
H 1.74 0.53 -1.49
H 3.18 -0.05 0.52
H 1.62 -0.59 1.41
```

E_tot (Eh): -521.5480
Gap between HOMO and LUMO (eV): 11.0
E_HOMO (eV): -10.130
ΔE to the lowest compared entry with this formula, charge and spin (eV): 0.3374

Formally, the Löwdin partial charges of the atoms, in units of the elementary charge, are as follows:
1. C 0.058
2. C -0.181
3. Si 0.539
4. C -0.216
5. C 0.043
6. C -0.272
7. C -0.072
8. H -0.032
9. H -0.033
10. H -0.007
11. H 0.055
12. H 0.074
13. H 0.043

---

Entry 4:
Here is C6H76NO32 as an isolated structure at a distorted geometry from the OMol25 dataset. Energies are from wB97M-V/def2-TZVPD.

```
115
C6H76NO32, DFT wB97M-V/def2-TZVPD
C 3.18 3.18 -3.01
O 2.24 2.66 -2.10
C 2.38 1.29 -1.81
C 1.44 0.86 -0.67
N 1.44 -0.57 -0.39
H 1.04 -1.05 -1.14
H 2.49 -0.93 -0.34
C 0.88 -1.15 0.86
C -0.65 -0.91 1.10
O -1.11 -1.90 2.09
C -2.47 -1.84 2.35
H 4.13 3.11 -2.84
H 2.90 4.27 -3.25
H 2.82 2.76 -3.89
H 3.49 1.02 -1.80
H 2.06 0.70 -2.87
H 0.58 1.32 -0.81
H 2.07 1.15 0.18
H 1.35 -0.54 1.73
H 1.18 -2.19 0.79
H -1.23 -1.06 0.17
H -0.98 0.13 1.42
H -2.64 -0.75 2.58
H -2.82 -2.55 3.25
H -2.96 -2.06 1.52
O -0.73 -0.32 4.85
H -1.19 -0.86 5.42
H -0.24 -0.96 4.41
O -0.01 4.05 -3.50
H -0.93 4.25 -3.69
H 0.00 3.07 -3.36
O 3.57 -0.10 2.48
H 3.33 -0.96 2.92
H 3.78 0.40 3.11
O 0.52 -4.13 3.16
H 0.55 -5.04 3.66
H -0.39 -3.80 2.95
O -3.87 0.00 4.33
H -4.77 -0.19 4.79
H -3.19 -0.48 4.90
O -1.93 3.01 2.77
H -2.71 2.47 2.53
H -1.33 2.89 2.10
O -6.16 -2.82 2.62
H -5.81 -2.66 3.38
H -7.07 -2.52 2.72
O -3.15 1.14 0.14
H -2.92 1.86 -0.31
H -3.22 1.20 1.08
O -5.02 -2.85 5.29
H -5.15 -3.73 5.69
H -4.10 -2.69 5.63
O 2.40 -1.58 -3.80
H 1.63 -1.97 -3.69
H 2.36 -0.89 -4.45
O 3.98 -1.45 -0.70
H 4.52 -2.30 -0.30
H 4.29 -1.86 -1.59
O -3.25 -3.99 -1.17
H -3.38 -5.00 -1.15
H -3.92 -3.47 -0.62
O -3.18 -1.76 6.04
H -2.76 -2.68 6.05
H -3.17 -1.23 6.82
O -1.69 -4.72 1.07
H -1.36 -5.75 0.96
H -2.41 -4.55 0.32
O 2.52 -4.70 1.24
H 1.89 -4.67 0.57
H 1.96 -4.51 1.99
O 2.15 0.60 -5.56
H 3.15 0.68 -5.86
H 1.52 0.86 -6.32
O 6.28 4.17 -2.27
H 5.96 5.11 -2.28
H 6.02 3.75 -1.39
O 6.56 -0.12 -1.02
H 5.76 -0.40 -1.37
H 6.97 0.47 -1.73
O 5.11 6.75 -2.77
H 4.57 6.45 -3.48
H 5.62 7.65 -3.21
O 0.70 4.58 -0.80
H 0.79 4.38 -1.66
H 1.59 4.16 -0.51
O -1.82 3.06 -0.96
H -2.34 2.98 -1.67
H -1.04 3.46 -1.41
O -5.03 -4.06 0.32
H -5.41 -3.48 1.11
H -5.67 -4.17 -0.36
O -0.13 1.25 -4.17
H -0.23 0.55 -3.34
H 0.77 1.29 -4.15
O -3.14 -0.67 -1.83
H -3.59 -0.08 -1.26
H -4.04 -1.16 -2.22
O -2.60 -5.38 3.65
H -3.24 -6.04 3.27
H -2.20 -4.98 2.91
O -3.72 2.23 2.81
H -4.43 2.58 3.18
H -3.98 1.46 3.26
O -0.44 -1.14 -2.60
H -1.30 -1.16 -2.41
H -0.50 -2.05 -3.02
O 4.40 6.11 -5.40
H 3.41 6.26 -5.27
H 4.66 6.84 -6.00
O 1.74 -1.61 4.09
H 1.53 -2.49 3.75
H 2.04 -1.72 5.02
O 1.76 4.96 -5.94
H 1.18 4.95 -5.12
H 1.40 4.99 -6.80
```

Charge: +1
E_tot (Eh): -2735.8876
Gap between HOMO and LUMO (eV): 8.5
E_HOMO (eV): -10.859
ΔE to the lowest compared entry with this formula, charge and spin (eV): 4.4071

Atom charges from the Löwdin analysis, given in e for atoms 1 to 99:
1. C -0.034
2. O -0.223
3. C -0.176
4. C -0.071
5. N 0.030
6. H 0.091
7. H 0.138
8. C -0.061
9. C -0.107
10. O -0.233
11. C -0.111
12. H 0.012
13. H 0.129
14. H 0.062
15. H 0.143
16. H 0.135
17. H 0.088
18. H 0.150
19. H 0.143
20. H 0.122
21. H 0.111
22. H 0.137
23. H 0.086
24. H 0.142
25. H 0.029
26. O 0.031
27. H -0.038
28. H -0.037
29. O -0.058
30. H 0.065
31. H 0.036
32. O 0.023
33. H 0.054
34. H -0.091
35. O -0.107
36. H 0.138
37. H 0.040
38. O -0.106
39. H 0.112
40. H 0.025
41. O -0.041
42. H -0.251
43. H -0.036
44. O 0.039
45. H -0.104
46. H 0.087
47. O 0.018
48. H -0.069
49. H 0.021
50. O -0.080
51. H 0.061
52. H -0.075
53. O 0.024
54. H -0.071
55. H -0.014
56. O -0.119
57. H 0.182
58. H 0.110
59. O -0.160
60. H 0.096
61. H 0.013
62. O -0.045
63. H 0.166
64. H 0.117
65. O -0.180
66. H 0.153
67. H 0.049
68. O -0.032
69. H -0.009
70. H -0.024
71. O -0.123
72. H 0.139
73. H 0.113
74. O -0.118
75. H 0.005
76. H 0.068
77. O -0.052
78. H -0.069
79. H 0.086
80. O -0.129
81. H -0.057
82. H 0.182
83. O -0.038
84. H -0.100
85. H 0.100
86. O 0.005
87. H -0.017
88. H 0.040
89. O -0.085
90. H 0.089
91. H 0.052
92. O -0.071
93. H 0.113
94. H -0.096
95. O -0.098
96. H -0.044
97. H 0.164
98. O -0.072
99. H 0.075

---

Entry 5:
Here is C6H7BrN as an isolated structure at a distorted geometry from the OMol25 dataset. Energies are from wB97M-V/def2-TZVPD.

```
15
C6H7BrN, DFT wB97M-V/def2-TZVPD
C -0.88 0.36 1.42
C -0.61 0.78 0.14
C -0.20 -0.76 1.86
C 0.29 0.24 -0.71
C 0.76 -1.33 1.03
C 1.84 -1.47 -1.18
N 0.99 -0.81 -0.23
Br 0.69 -1.88 -2.62
H -1.45 0.75 2.23
H -1.08 1.66 -0.28
H -0.51 -1.13 2.76
H 0.40 0.60 -1.77
H 1.35 -2.20 1.10
H 2.11 -2.80 -0.71
H 2.79 -0.98 -1.52
```

Charge: +1
E_tot (Eh): -2861.2717
Gap between HOMO and LUMO (eV): 9.3
E_HOMO (eV): -14.360
ΔE to the lowest compared entry with this formula, charge and spin (eV): 0.0000

Formally, the Löwdin partial charges of the atoms, in units of the elementary charge, are as follows:
1. C 0.026
2. C -0.012
3. C 0.016
4. C -0.085
5. C 0.056
6. C -0.561
7. N -0.178
8. Br 0.799
9. H 0.134
10. H 0.131
11. H 0.106
12. H 0.138
13. H 0.114
14. H 0.210
15. H 0.106

---

Entry 6:
Here is a single C6H7BrN4O4 molecule at a distorted geometry from the OMol25 dataset. Energies are from wB97M-V/def2-TZVPD.

```
22
C6H7BrN4O4, DFT wB97M-V/def2-TZVPD
C -1.60 -0.27 1.64
C -0.70 -1.86 -0.06
C -1.66 -1.44 0.79
C -0.53 0.52 1.59
C 0.64 -1.24 -0.18
C 0.65 0.28 -0.16
N -0.14 0.86 -1.12
N 1.82 0.93 0.08
N -2.90 -2.21 0.84
N -0.17 1.69 2.19
O -3.74 -1.86 1.64
O 0.04 1.72 3.39
O -3.00 -3.15 0.08
O 0.08 2.62 1.41
Br 1.74 -1.93 1.34
H -2.46 -0.08 2.27
H -0.88 -2.75 -0.64
H 1.16 -1.59 -1.07
H -1.04 0.43 -1.28
H -0.17 1.87 -1.10
H 1.72 1.93 0.18
H 2.43 0.51 0.77
```

E_tot (Eh): -3326.5765
Gap between HOMO and LUMO (eV): 7.7
E_HOMO (eV): -9.160
ΔE to the lowest compared entry with this formula, charge and spin (eV): 0.1724

Formally, the Löwdin partial charges of the atoms, in units of the elementary charge, are as follows:
1. C 0.005
2. C -0.063
3. C -0.157
4. C -0.040
5. C -0.544
6. C -0.510
7. N 0.152
8. N 0.124
9. N -0.358
10. N -0.404
11. O 0.099
12. O 0.089
13. O 0.083
14. O 0.012
15. Br 0.768
16. H 0.123
17. H 0.127
18. H 0.110
19. H 0.111
20. H 0.114
21. H 0.101
22. H 0.058